# 1
Formula: C2H2INOS2
Source: the Open Molecules 2025 dataset
Level of theory: ωB97M-V/def2-TZVPD

Output
HOMO-LUMO gap (eV): 7.69
E_HOMO (eV): -8.78
Relative energy (zero: lowest compared OMol25 entry of this formula, charge and spin) (kcal/mol): 15.0
SMILES: IS/C=N\[C@@H]1OS1

```
! wB97M-V def2-TZVPD RIJCOSX def2/J DEFGRID3
* xyz 0 1
I 3.11498 -0.96448 2.18354
S -1.09537 -1.43030 -1.04159
S 1.04543 -1.01970 0.85524
O -1.77605 -0.66143 0.26935
N -0.19190 1.05139 -0.42950
C 0.84524 0.61688 0.13117
C -1.36717 0.32885 -0.66916
H -2.20614 0.83966 -1.25302
H 1.63098 1.23913 -0.04603
*
```

Mulliken population analysis, charges in e, atoms 1 to 5: atom 1 (I): -0.0616, atom 2 (S): -0.0937, atom 3 (S): -0.0073, atom 4 (O): -0.2739, atom 5 (N): -0.4765

# 2
Formula: C27H39AsBClFeN6O4S7
Source: the Open Molecules 2025 dataset
Level of theory: ωB97M-V/def2-TZVPD

Output
Expectation value of S²: 8.888
HOMO-LUMO gap (spin up / spin down) (eV): 4.71 / 4.81
E_HOMO (spin up / spin down) (eV): -3.82 / -3.59
Relative energy (zero: lowest compared OMol25 entry of this formula, charge and spin) (kcal/mol): 0.0

```
! wB97M-V def2-TZVPD RIJCOSX def2/J DEFGRID3
* xyz -1 6
As 1.83256 -0.93695 -3.38408
Fe -0.02301 0.26578 0.07872
Cl 2.20504 -1.63638 0.38621
S 0.91517 -2.30202 -4.72691
S 2.88290 0.16949 -4.88564
S -2.42733 1.36676 -0.87492
S 0.11926 0.35130 -2.60328
S 1.01585 1.73213 -1.38504
S -0.02463 0.26318 4.40430
S -1.46858 -1.24257 1.14199
O 3.38123 -1.66238 -0.42978
O 2.25879 -2.63396 1.40548
O 1.00899 -1.81533 -0.44990
O 2.04061 -0.30412 0.98372
N -1.97720 1.05127 2.31901
N -2.54481 1.92147 3.15945
N -1.06953 4.09346 1.55708
N 1.31748 2.72931 1.61159
N 0.53515 1.85063 2.29152
N -1.29263 2.96303 0.87706
C 2.52835 4.59438 0.08690
C -2.01358 2.88244 -0.26212
C 0.96174 1.18045 3.40707
C -2.33192 -0.23376 2.18257
C -3.49901 1.50944 3.93369
C -3.78258 1.93182 6.35121
C -1.46947 5.22020 1.05323
C -2.62582 7.03936 2.27582
C 2.97385 0.40084 4.75466
C 3.86640 4.98039 2.15620
C -2.38187 4.12265 -0.88434
C 2.55078 2.89267 1.93888
C 3.36917 3.91758 1.16644
C -5.56728 2.65649 4.73697
C -0.49972 7.52828 1.04652
C -4.05803 2.49229 4.94897
C -3.37512 3.85092 4.80907
C -0.45108 6.16615 3.13910
C -3.98225 0.17589 3.84806
C -2.10230 5.26788 -0.21756
C -3.02652 4.09661 -2.23064
C 2.38354 1.27723 3.69951
C -3.89923 -2.10829 2.81954
C -1.25217 6.48162 1.87791
C -3.43136 -0.69811 2.97241
C 4.56427 3.21810 0.50749
C 3.14310 2.12744 2.98464
B -0.79820 1.64334 1.52837
H -2.50577 7.96497 2.84366
H 4.45698 5.73346 1.62906
H -3.78855 4.54207 5.54728
H -2.38644 3.55570 -2.93018
H 2.88463 -0.64214 4.44186
H -4.76632 -2.29843 3.45129
H 4.02565 0.64534 4.90378
H -0.94923 5.40837 3.74263
H -2.29965 3.76458 4.96329
H 4.20401 2.20960 3.18488
H -1.07850 7.85591 0.18098
H -4.30969 0.99036 6.51872
H -0.33539 7.07671 3.73171
H -3.52706 4.26378 3.81106
H 1.63795 5.05319 0.51837
H 4.49377 4.54320 2.93572
H -4.80397 -0.14142 4.47901
H -3.16465 6.32289 2.89830
H -5.97032 3.36631 5.46261
H -3.19916 5.10867 -2.59630
H -6.10080 1.71247 4.86250
H 3.12721 5.36492 -0.40558
H 0.53714 5.77928 2.88765
H -0.29526 8.40810 1.66044
H -2.71486 1.75049 6.48585
H -5.77768 3.03429 3.73452
H 0.45188 7.13281 0.68846
H -4.11456 2.64408 7.11000
H 4.22198 2.41937 -0.15310
H 3.02564 5.48104 2.64077
H -3.23921 7.25669 1.39875
H -2.36022 6.22363 -0.65840
H 5.24286 2.78446 1.24421
H 5.13225 3.93812 -0.08630
H -4.15471 -2.30807 1.77783
H 2.42825 0.49345 5.69240
H 2.19353 3.88062 -0.66438
H -3.09870 -2.80160 3.08272
H -3.97113 3.55260 -2.19511
*
```

Mulliken population analysis, charges in e, atoms 1 to 5: atom 1 (As): 0.2510, atom 2 (Fe): -0.5445, atom 3 (Cl): 1.7552, atom 4 (S): -0.5652, atom 5 (S): -0.3836

# 3
Formula: C6H12O
Source: the Open Molecules 2025 dataset
Level of theory: ωB97M-V/def2-TZVPD

Output
HOMO-LUMO gap (eV): 10.16
E_HOMO (eV): -9.29
Relative energy (zero: lowest compared OMol25 entry of this formula, charge and spin) (kcal/mol): 48.5
SMILES: C=CC(=C)CC.O

```
! wB97M-V def2-TZVPD RIJCOSX def2/J DEFGRID3
* xyz 0 1
O 0.08706 2.32076 -3.58257
C 0.03762 -1.46428 1.56498
C -0.50285 2.03815 0.94011
C 0.24704 0.93577 0.91885
C 0.09566 -2.94837 1.25607
C -0.04977 -0.65383 -0.82035
C 0.12150 -0.46633 0.49606
H -0.97190 -1.30421 2.01371
H 1.16354 1.10056 1.48034
H -0.07261 0.20044 -1.47961
H -0.18773 -3.51231 2.14565
H 1.15564 -3.22182 1.18571
H -0.43539 -3.24574 0.36048
H 0.41834 1.71108 -2.91087
H -1.42891 2.17150 0.38946
H 0.58991 -1.15074 2.45800
H -0.06028 -1.59049 -1.36838
H -0.61669 2.80857 -3.13227
H -0.10650 2.88724 1.47489
*
```

Mulliken population analysis, charges in e, atoms 1 to 5: atom 1 (O): -0.6576, atom 2 (C): -0.3865, atom 3 (C): -0.7378, atom 4 (C): -0.5047, atom 5 (C): -1.2045